(1)
37
Properties=species:S:1:pos:R:3:mulliken_charge:R:1 method="wB97M-V/def2-TZVPD" lumo_energy_ev=0.453 spin_multiplicity=1 charge=0 homo_ev=-8.2 orbital_gap_ev=8.608
C 0.05 4.86 -2.40 -1.16
C -0.37 3.62 -1.48 1.12
C -0.98 2.47 -1.97 -0.76
C -1.41 1.57 -1.13 1.44
C -1.21 1.63 0.14 -1.06
C -0.37 2.90 0.70 -0.52
C -0.05 4.00 -0.12 -1.44
H 0.55 4.62 0.01 0.72
H -0.01 2.85 1.60 0.63
N -1.40 0.58 0.99 -0.37
C -1.73 -0.28 0.21 0.84
N -2.28 -1.51 0.51 -0.18
C -2.17 -2.32 1.70 0.20
O -2.22 -3.45 1.85 -0.44
C -1.19 -1.64 2.70 -0.38
H -1.16 -0.37 2.75 0.35
H -1.65 -1.85 3.88 0.32
S 0.58 -2.03 2.86 -0.17
C 1.23 -1.72 1.25 0.49
N 0.54 -1.41 0.24 -0.32
C 1.33 -1.01 -0.86 0.53
C 1.34 -0.52 -2.06 -0.32
C 2.44 -0.17 -2.74 -0.46
C 3.63 0.12 -2.02 -0.57
C 3.81 -0.51 -1.00 -0.62
C 2.61 -0.90 -0.08 0.49
O 2.27 -1.18 1.21 -0.35
H 4.80 -0.30 -0.31 0.19
H 4.37 0.51 -2.62 0.45
H 2.21 0.10 -3.72 0.45
H 0.35 -0.88 -2.65 0.12
H -2.90 -2.10 -0.15 0.26
S -2.15 0.10 -1.42 -0.35
H -1.46 2.60 -3.08 0.01
H -0.44 5.84 -2.15 0.34
H 1.32 4.90 -2.52 0.25
H -0.38 4.55 -3.62 0.24


(2)
79
Properties=species:S:1:pos:R:3:mulliken_charge:R:1 method="wB97M-V/def2-TZVPD" lumo_energy_ev=4.684 spin_multiplicity=1 charge=-3 homo_ev=-3.9 orbital_gap_ev=8.607
O 1.19 0.64 -2.00 -0.37
V 0.36 -0.23 -1.05 2.24
O -0.47 -1.38 -1.84 -0.26
O 5.13 5.51 2.80 -0.62
C 4.17 5.10 2.22 0.70
O 3.31 4.19 2.64 -0.46
B 2.21 4.07 1.69 1.25
O 2.51 4.96 0.55 -0.51
C 3.61 5.65 0.87 0.53
O 4.06 6.56 0.26 -0.63
O 0.88 4.33 2.27 -0.60
C 0.07 3.28 2.06 0.27
O -1.05 3.21 2.43 -0.55
C 0.91 2.22 1.33 0.03
O 2.11 2.68 1.17 -0.58
O 0.46 1.21 0.84 0.58
O 6.02 0.60 4.36 -0.62
C 5.70 0.46 3.22 0.44
O 4.96 -0.52 2.72 -0.63
B 4.71 -0.25 1.27 1.50
O 5.31 1.05 1.00 -0.52
C 5.86 1.52 2.12 0.74
O 6.43 2.56 2.26 -0.63
O 3.26 -0.41 0.98 -0.54
C 3.14 -1.36 0.10 0.10
O 2.14 -1.68 -0.50 0.04
C 4.49 -1.97 -0.19 0.12
O 5.38 -1.32 0.48 -0.55
O 4.67 -2.91 -0.91 -0.64
O -3.48 2.72 0.43 -0.55
C -3.71 1.83 -0.32 0.56
O -4.95 1.42 -0.64 -0.61
B -4.89 0.27 -1.57 1.31
O -3.44 0.04 -1.81 -0.35
C -2.76 0.93 -1.17 0.26
O -1.55 1.03 -1.26 -0.82
O -5.59 -0.91 -1.03 0.07
C -6.77 -0.98 -1.60 0.46
O -7.74 -1.56 -1.23 -0.61
C -6.76 0.00 -2.82 0.48
O -5.57 0.59 -2.83 -0.74
O -7.65 0.15 -3.60 -0.63
O -0.49 -1.37 0.93 -0.30
C -1.41 -1.37 1.70 -0.13
O -2.63 -0.92 1.46 -0.35
B -3.38 -0.89 2.74 1.40
O -2.52 -1.61 3.69 -0.60
C -1.35 -1.82 3.16 0.18
O -0.41 -2.30 3.74 -0.65
O -4.68 -1.57 2.64 -0.55
C -5.66 -0.66 2.64 0.60
O -6.80 -0.83 2.38 -0.63
C -4.99 0.65 3.09 0.60
O -3.67 0.52 3.14 -0.51
O -5.57 1.69 3.30 -0.65
Br 4.38 0.96 -2.74 -0.16
C 3.74 2.51 -1.72 0.19
C 3.33 3.66 -2.62 -0.60
Br 4.82 4.34 -3.70 -0.23
H 4.56 2.87 -1.10 0.53
H 2.94 2.25 -1.04 -0.53
H 2.99 4.47 -1.98 0.34
H 2.50 3.39 -3.27 0.46
Br -2.25 -3.30 -3.62 -0.22
C -3.58 -3.74 -2.23 -0.41
C -3.03 -3.33 -0.89 0.04
Br -4.35 -3.90 0.47 -0.20
H -3.81 -4.80 -2.27 0.48
H -4.48 -3.22 -2.56 0.13
H -2.98 -2.24 -0.86 -0.36
H -2.07 -3.75 -0.60 0.51
Br 1.72 -6.55 -0.52 -0.22
C 2.35 -5.26 -1.89 -0.32
C 1.21 -4.47 -2.47 -0.11
Br 1.92 -3.24 -3.85 -0.18
H 2.88 -5.85 -2.63 0.42
H 2.98 -4.57 -1.35 0.11
H 0.57 -3.86 -1.85 -0.25
H 0.54 -5.18 -2.97 0.46


(3)
13
Properties=species:S:1:pos:R:3:mulliken_charge:R:1 method="wB97M-V/def2-TZVPD" lumo_energy_ev=-3.605 spin_multiplicity=1 charge=+1 smiles=N[C@@H](I)C[NH3+] homo_ev=-13.7 orbital_gap_ev=10.144
N -0.96 -0.14 -1.27 -0.58
C -0.60 0.84 -0.19 -0.63
I -1.72 0.74 1.68 0.18
C 0.90 0.51 0.22 -0.73
N 0.90 -0.97 0.55 -0.28
H -1.29 -1.02 -0.91 0.27
H -1.65 0.34 -2.03 0.28
H -0.71 1.78 -0.57 0.62
H 1.61 0.74 -0.65 0.37
H 0.93 0.95 1.22 0.49
H 0.59 -1.49 -0.31 0.35
H 0.16 -1.04 1.30 0.27
H 1.85 -1.24 0.96 0.38


(4)
127
Properties=species:S:1:pos:R:3:mulliken_charge:R:1 method="wB97M-V/def2-TZVPD" lumo_energy_ev=-6.397 spin_multiplicity=1 charge=+3 homo_ev=-13.4 orbital_gap_ev=6.969
C 17.04 10.79 14.47 -0.84
C 16.06 9.82 13.63 -0.52
N 15.03 9.03 14.50 0.41
C 15.83 8.17 15.56 -1.02
C 14.22 10.01 15.36 -0.63
C 13.59 11.21 14.62 -0.75
C 14.01 8.23 13.54 -0.47
C 14.51 6.91 12.80 -1.00
O 15.65 7.20 12.00 -0.11
C 16.33 6.14 11.39 -1.02
H 16.59 11.68 14.91 0.52
H 17.51 11.29 13.63 0.03
H 17.68 10.13 15.05 0.25
H 16.65 9.17 12.99 0.27
H 15.35 10.32 12.97 0.10
H 16.42 8.80 16.22 0.40
H 16.36 7.37 15.03 0.29
H 15.13 7.79 16.31 0.39
H 14.86 10.42 16.14 0.36
H 13.47 9.41 15.88 0.67
H 12.91 10.94 13.82 -0.05
H 14.40 11.83 14.22 0.13
H 12.96 11.83 15.26 0.56
H 13.74 9.03 12.85 0.34
H 13.10 8.15 14.13 0.49
H 13.71 6.50 12.18 0.52
H 14.73 6.17 13.57 0.46
H 15.61 5.37 11.12 0.41
H 17.08 5.67 12.03 0.36
H 16.92 6.36 10.50 0.30
C 18.57 13.55 17.31 -1.10
C 19.51 14.65 16.73 -0.33
N 20.99 14.14 16.31 0.22
C 21.98 15.32 15.99 -0.96
C 21.63 13.36 17.53 -0.42
C 22.14 14.20 18.76 -1.45
C 20.89 13.25 15.04 -1.31
C 20.30 13.74 13.72 -0.77
O 18.91 13.71 13.83 -0.05
C 18.22 14.26 12.71 -0.95
H 18.29 12.81 16.57 0.08
H 17.60 13.98 17.56 0.44
H 18.90 13.06 18.23 0.40
H 19.75 15.37 17.51 0.57
H 19.09 15.16 15.86 0.45
H 21.49 16.10 15.40 0.37
H 22.80 14.98 15.36 0.36
H 22.24 15.83 16.92 0.42
H 22.52 12.82 17.21 0.40
H 20.93 12.58 17.85 0.46
H 21.51 14.96 19.23 0.33
H 23.07 14.72 18.52 0.47
H 22.42 13.43 19.48 0.39
H 20.37 12.37 15.44 0.54
H 21.87 12.80 14.91 0.54
H 20.59 13.09 12.89 0.36
H 20.69 14.73 13.49 0.55
H 17.21 14.49 13.02 0.31
H 18.17 13.64 11.81 0.27
H 18.72 15.18 12.41 0.41
C 9.93 12.37 13.49 -1.56
C 10.40 13.18 12.22 -0.04
N 9.88 12.76 10.87 0.43
C 8.34 13.20 10.75 -0.91
C 10.77 13.44 9.76 -0.34
C 11.18 14.95 10.04 -1.35
C 10.04 11.23 10.74 -0.21
C 10.01 10.64 9.34 -1.06
O 8.84 10.96 8.52 -0.35
C 8.81 10.24 7.30 -0.83
H 8.87 12.58 13.67 0.48
H 10.32 12.81 14.41 0.46
H 10.01 11.28 13.53 0.26
H 11.48 13.05 12.17 -0.05
H 10.22 14.26 12.31 0.55
H 7.79 12.53 11.42 0.39
H 8.11 13.08 9.69 0.36
H 8.25 14.27 10.91 0.35
H 10.15 13.36 8.87 0.40
H 11.64 12.79 9.65 0.32
H 11.69 15.01 11.00 0.29
H 10.30 15.59 9.91 0.39
H 11.90 15.20 9.26 0.43
H 9.27 10.76 11.34 0.52
H 11.03 10.98 11.12 0.07
H 9.95 9.56 9.43 0.63
H 10.89 10.79 8.72 0.41
H 9.36 10.71 6.49 0.32
H 7.82 10.32 6.83 0.30
H 8.80 9.16 7.44 0.32
C 22.58 8.09 11.26 -1.28
C 21.28 7.55 11.98 -0.52
N 20.75 8.39 13.19 0.21
C 19.38 7.85 13.74 -1.12
C 21.76 8.40 14.36 -0.46
C 22.08 6.95 14.87 -1.42
C 20.64 9.90 12.82 -0.24
C 19.91 10.17 11.56 -1.12
O 18.88 9.21 11.43 0.11
C 17.94 9.50 10.35 -0.64
H 23.37 8.06 12.00 0.36
H 22.56 9.14 10.98 0.26
H 22.82 7.40 10.45 0.44
H 21.22 6.50 12.26 0.70
H 20.48 7.59 11.24 0.32
H 19.13 8.44 14.62 0.53
H 19.61 6.86 14.15 0.62
H 18.58 7.53 13.08 0.10
H 21.54 9.09 15.17 0.41
H 22.65 8.81 13.89 0.53
H 22.93 7.06 15.55 0.47
H 22.47 6.14 14.26 0.32
H 21.37 6.62 15.63 0.39
H 21.59 10.39 12.63 0.51
H 20.15 10.28 13.71 -0.01
H 20.41 9.96 10.61 0.63
H 19.63 11.22 11.54 0.39
H 17.29 8.63 10.37 0.04
H 18.39 9.76 9.39 0.40
H 17.37 10.40 10.61 0.10
C 15.46 12.93 10.18 -0.54
C 14.25 12.59 11.02 1.01
O 13.77 11.43 10.88 -0.72
O 13.83 13.46 11.82 -0.80
H 15.27 12.67 9.14 0.35
H 16.36 12.51 10.62 -0.55
H 15.71 14.00 10.15 0.34


(5)
25
Properties=species:S:1:pos:R:3:mulliken_charge:R:1 method="wB97M-V/def2-TZVPD" lumo_energy_ev="-0.004 / 0.048" spin_multiplicity=1 charge=0 homo_ev="-8.1 / -8.0" orbital_gap_ev="8.065 / 8.093"
C -2.43 0.02 -0.22 -0.08
C 1.78 -0.22 -0.26 0.87
C 0.29 -0.45 -0.55 -1.13
C 2.62 -0.76 -1.42 -1.58
C 2.09 1.26 -0.02 -1.46
C -0.62 0.01 0.58 0.28
N -3.33 -0.49 0.74 -0.39
N -2.34 1.33 -0.54 -0.67
C -0.64 -0.54 1.83 -0.96
H -2.39 -0.64 -1.08 0.42
H 2.04 -0.78 0.64 0.24
H -3.98 -1.19 0.40 0.19
H -0.60 1.14 0.57 0.14
H -3.43 0.08 1.57 0.24
H -2.68 1.91 0.23 0.24
H 0.00 0.09 -1.45 0.38
H 0.12 -1.52 -0.70 0.46
H 3.69 -0.65 -1.21 0.42
H 2.42 -1.82 -1.60 0.38
H 1.60 1.63 0.88 0.34
H 1.74 1.87 -0.86 0.32
H 3.16 1.42 0.09 0.43
H 2.40 -0.21 -2.34 0.34
H -0.40 0.04 2.70 0.27
H -1.10 -1.50 2.01 0.32


(6)
12
Properties=species:S:1:pos:R:3:mulliken_charge:R:1 method="wB97M-V/def2-TZVPD" lumo_energy_ev=0.852 spin_multiplicity=1 charge=0 homo_ev=-9.1 orbital_gap_ev=9.997
C -0.03 0.09 -2.09 -0.22
C -0.75 -0.93 -1.67 -1.01
C -0.08 -0.28 -0.50 1.04
C -0.68 0.37 0.75 -0.49
C 0.50 -0.31 1.45 -0.27
O 0.92 -0.95 0.22 -0.38
H 0.51 0.58 -2.89 0.32
H 0.47 0.74 -1.05 0.00
H -0.72 1.46 0.79 0.30
H -1.66 -0.05 0.97 0.23
H 0.24 -1.07 2.20 0.25
H 1.27 0.36 1.84 0.23


(7)
39
Properties=species:S:1:pos:R:3:mulliken_charge:R:1 method="wB97M-V/def2-TZVPD" lumo_energy_ev=2.049 spin_multiplicity=1 charge=-1 homo_ev=-3.2 orbital_gap_ev=5.293
C 2.72 -1.36 6.02 -1.35
C 2.08 -1.14 4.68 0.78
C 0.82 -0.53 4.68 -0.42
C 0.24 -0.05 3.52 -0.66
C 0.78 -0.36 2.26 0.33
C 0.09 0.06 1.07 -0.59
N -0.50 1.30 1.07 0.85
O -0.89 1.91 0.03 -0.71
O -0.67 1.85 2.20 -0.79
C 2.00 -1.10 2.25 -0.56
C 2.62 -1.52 3.43 -0.60
H 3.80 -1.53 5.96 0.35
H 2.51 -0.48 6.66 0.33
H 2.27 -2.22 6.53 0.26
H 0.25 -0.42 5.60 0.33
H -0.63 0.58 3.59 0.44
H 0.31 -0.45 0.13 0.33
H 2.44 -1.30 1.27 0.33
H 3.52 -2.14 3.40 0.33
F -4.53 -3.31 -3.83 -0.24
C -3.28 -2.82 -3.55 0.34
F -2.80 -2.20 -4.67 -0.21
S -3.33 -1.71 -2.10 -0.09
N -2.20 -0.47 -2.60 0.00
C -2.51 0.61 -3.50 0.31
O -3.57 0.79 -4.05 -0.62
C -1.23 1.38 -3.56 0.21
C -0.32 0.80 -2.70 0.41
C 0.83 1.47 -2.31 -0.32
C 1.14 2.70 -2.91 -0.62
C 0.30 3.21 -3.91 -0.39
C -0.92 2.58 -4.20 -0.52
C -0.87 -0.50 -2.21 0.68
O -0.29 -1.41 -1.62 -0.67
H -2.62 -3.63 -3.22 0.16
H 1.44 1.04 -1.51 0.42
H 2.03 3.26 -2.59 0.38
H 0.60 4.13 -4.42 0.36
H -1.63 3.00 -4.90 0.44


(8)
6
Properties=species:S:1:pos:R:3:mulliken_charge:R:1 method="wB97M-V/def2-TZVPD" lumo_energy_ev=-1.678 spin_multiplicity=1 charge=0 smiles="O=COP=S" homo_ev=-10.0 orbital_gap_ev=8.293
O 0.50 -1.49 -0.89 -0.45
C 0.47 -0.56 -0.15 0.20
O 1.49 -0.10 0.55 -0.23
P 3.09 -0.76 0.52 0.31
S 4.03 0.64 -0.40 -0.18
H -0.43 0.05 0.01 0.35


These records have E values of -48062.3085; -541300.2544; -13277.0309; -54819.3419; -10494.9582; -7323.2779; -45278.5054; -25272.3480 eV, in the order they appear.